The following is a quantum chemistry calculation of a single C4H9NO2 molecule, from the OMol25 dataset.

Geometry as XYZ:
```
16
Properties=species:S:1:pos:R:3:forces:R:3
N 1.616245 0.238282 -0.634111 -0.29 -1.26 -3.00
C 0.679612 -0.549695 0.172535 -0.87 2.32 2.23
C 1.152811 -1.092365 1.610778 0.41 2.36 -1.92
O 1.217627 -0.461789 2.622684 -0.80 1.14 0.33
C -0.593195 0.300899 0.487123 0.80 2.22 -2.82
C -1.287917 1.036444 -0.744324 -1.90 -1.19 0.37
O -1.871443 0.209250 -1.786439 0.99 -0.12 0.27
H 1.808476 -0.289329 -1.576681 -1.28 1.30 1.88
H 2.522632 0.108727 -0.334009 2.60 0.32 1.74
H 0.411762 -1.322296 -0.468269 -0.97 -1.94 -0.47
H 1.606057 -2.011170 1.677753 0.86 -3.14 -0.53
H -1.268555 -0.392704 0.878871 -1.51 -0.67 1.06
H -0.496572 1.246397 1.080434 0.68 -1.41 0.44
H -2.225363 1.499519 -0.281948 1.61 0.32 -0.40
H -0.669614 1.717306 -1.331260 0.13 0.16 0.78
H -2.602564 -0.237481 -1.373140 -0.45 -0.41 0.02
```
Forces are in eV/Å.

Computed properties:
LUMO level, eV: 0.65
Relative energy (zero: lowest compared OMol25 entry of this formula, charge and spin), kJ/mol: 321.8
DFT total energy, eV: -9876.725
Structure (SMILES): N[C@@H](C=O)CCO
Kohn-Sham gap, eV: 10.19


The following is a quantum chemistry calculation of an isolated ion of composition C14H25N2O and charge +1, from the OMol25 dataset.

Geometry as XYZ:
```
42
Properties=species:S:1:pos:R:3:forces:R:3
C 0.120773 -1.161527 4.984356 0.00 0.17 0.10
C -0.022471 0.360425 4.899527 0.02 -0.23 0.00
C -0.323552 0.780862 3.493246 -0.04 0.11 0.01
C 0.702217 1.087561 2.605524 -0.04 -0.01 0.00
C 0.427894 1.455268 1.301762 -0.07 0.04 -0.02
C -0.886517 1.522360 0.856254 -0.02 0.02 -0.08
C -1.195688 1.914576 -0.561967 -0.02 0.26 0.56
N -1.209112 0.705987 -1.433710 0.25 -0.23 -0.10
C -1.708748 0.931804 -2.805860 -0.20 -0.26 -0.72
C -1.187204 -0.199901 -3.706862 -0.15 0.40 0.23
N 0.253406 -0.179897 -3.609502 0.11 -0.02 -0.32
C 0.985615 -1.382992 -3.262844 0.51 0.22 0.42
C 1.960092 -1.029110 -2.121943 0.10 -0.50 -0.56
C 2.833765 -2.203715 -1.720138 -0.13 0.36 0.04
O 1.197597 -0.536428 -1.014912 0.00 -0.10 0.19
C -1.916467 1.201705 1.733411 0.05 0.02 -0.09
C -1.635905 0.836684 3.036307 0.06 -0.03 0.00
H 0.934267 -1.504479 4.348746 0.06 -0.07 -0.06
H 0.332974 -1.460009 6.007018 0.03 -0.11 0.08
H -0.797314 -1.650149 4.665612 -0.06 -0.08 -0.03
H -0.828090 0.681044 5.561424 0.05 0.08 0.02
H 0.904392 0.827267 5.235380 -0.05 0.07 0.04
H 1.726351 1.051563 2.944939 0.13 0.01 0.06
H 1.235705 1.700580 0.629461 0.12 0.05 -0.07
H -0.440269 2.599266 -0.949223 -0.08 -0.09 -0.13
H -2.176213 2.392831 -0.619948 0.08 -0.07 -0.13
H -0.216760 0.311695 -1.495478 -0.57 0.16 0.16
H -1.774569 -0.012482 -0.971194 0.13 0.11 -0.05
H -2.797866 0.986678 -2.810519 0.02 0.07 0.16
H -1.301677 1.879352 -3.161410 -0.04 -0.02 0.12
H -1.558751 -0.043137 -4.724486 -0.01 -0.05 0.10
H -1.579140 -1.158984 -3.355681 0.02 0.01 -0.07
H 0.688031 0.315793 -4.373416 -0.06 -0.01 -0.01
H 0.290351 -2.151899 -2.912597 0.05 0.00 -0.01
H 1.548777 -1.797799 -4.104238 -0.07 -0.02 -0.01
H 2.578141 -0.183963 -2.441658 -0.05 -0.10 -0.01
H 3.459933 -2.506983 -2.553483 0.07 -0.08 -0.08
H 2.220556 -3.054114 -1.424012 -0.05 -0.13 0.03
H 3.480062 -1.926988 -0.890598 0.07 -0.02 0.06
H 1.065304 -1.262266 -0.393128 0.02 0.06 0.11
H -2.944605 1.258889 1.404069 -0.15 0.04 -0.03
H -2.445283 0.604631 3.711772 -0.10 -0.02 0.10
```
Forces are in eV/Å.

Computed properties:
LUMO level, eV: -2.37
Relative energy (zero: lowest compared OMol25 entry of this formula, charge and spin), kJ/mol: 0.0
Total charge: +1
DFT total energy, eV: -19945.885
Structure (SMILES): CCc1ccc(C[NH2+]CCNC[C@H](C)O)cc1
Kohn-Sham gap, eV: 9.70


The following is a quantum chemistry calculation of a 10-piece molecular cluster, C20H31Cl2N9 overall, from the OMol25 dataset.

Geometry as XYZ:
```
62
Properties=species:S:1:pos:R:3:forces:R:3
Cl 2.282812 -5.309949 3.898967 -0.41 0.23 -0.47
C 3.661582 -4.464469 3.164477 1.24 -0.09 1.39
C 3.979962 -4.701959 1.725567 -0.31 -0.72 -0.45
Cl 4.278082 -6.492789 1.395197 -0.16 1.19 0.10
H 4.473092 -4.819839 3.799517 0.28 -0.14 -0.34
H 3.660162 -3.400659 3.401977 -0.67 0.09 -0.31
H 4.887502 -4.157339 1.465077 0.05 -0.21 0.09
H 3.187822 -4.348809 1.065347 -0.03 -0.34 0.00
C 1.406772 4.313841 -6.868373 0.45 0.17 0.46
C 1.865152 5.513481 -6.148513 -0.63 -1.55 -0.38
N 2.220992 6.475731 -5.658003 0.42 1.06 0.60
H 0.477252 3.898371 -6.479173 -0.33 0.67 -0.28
H 2.084092 3.474171 -6.712573 0.47 0.31 -0.29
H 1.388472 4.648711 -7.905503 -0.37 -0.65 -0.10
C -4.977218 -4.515079 1.282897 0.75 -0.26 -0.72
C -5.488888 -3.587879 0.272127 -1.35 2.04 -1.38
N -5.953168 -2.810939 -0.473673 1.27 -2.02 1.77
H -4.760528 -5.465329 0.794877 -0.59 -0.26 0.07
H -5.651398 -4.621049 2.132807 0.15 0.02 -0.16
H -3.963698 -4.233089 1.568117 -0.21 0.51 0.40
C 2.716162 4.745271 2.198247 -0.94 -0.09 -0.53
C 4.062992 4.757031 2.647667 7.12 -0.46 2.16
N 5.206222 4.722271 3.023547 -5.69 0.26 -1.84
H 2.251322 3.792381 2.451267 -0.17 0.19 0.36
H 2.674872 4.788521 1.109887 0.07 0.31 -0.01
H 2.218692 5.607231 2.642837 -0.37 -0.23 -0.13
C -1.027178 0.019511 -2.208333 0.48 -0.40 0.89
C -0.949178 -0.321009 -0.776013 -0.24 0.65 -0.43
N -0.815418 -0.630679 0.317727 -0.04 -0.10 0.36
H -1.522048 -0.846839 -2.647243 0.14 0.31 -0.56
H 0.022372 0.115731 -2.486343 -0.10 -0.24 -0.55
H -1.509778 0.967581 -2.445733 -0.24 -0.24 0.32
C -6.377828 4.988041 -4.347233 0.62 0.05 0.71
C -5.281118 5.783381 -4.954763 2.86 2.21 -1.33
N -4.325068 6.378241 -5.344323 -3.97 -2.45 1.49
H -6.189888 3.936701 -4.565123 -0.22 0.05 -0.05
H -7.427168 5.245941 -4.490313 0.32 0.30 -0.97
H -6.296378 5.123681 -3.268773 0.38 -0.17 0.14
C -5.620998 3.419911 3.768627 0.12 -0.23 0.25
C -5.828378 4.302431 4.897477 -0.20 1.12 1.34
N -6.000018 5.019631 5.789257 0.17 -0.78 -0.94
H -6.421838 2.680531 3.777097 -0.05 0.12 -0.40
H -4.687968 2.875191 3.912967 0.07 0.11 -0.16
H -5.582308 4.027961 2.864817 -0.10 -0.35 -0.09
C -0.846398 -1.006199 7.850337 0.40 0.11 0.02
C -0.263888 0.290671 7.531897 -0.15 0.60 -0.79
N 0.209002 1.305691 7.266957 -0.15 -0.37 0.19
H -0.038738 -1.473989 8.413337 -0.54 -0.48 0.42
H -1.055828 -1.630339 6.981607 0.16 0.31 -0.16
H -1.782778 -0.863909 8.389827 0.28 -0.17 0.30
C 8.510182 0.243381 -0.695293 -0.73 0.22 -0.09
C 7.180972 0.738571 -1.169053 -0.64 0.18 -0.56
N 6.145582 1.126271 -1.530873 1.73 -0.67 0.63
H 8.706432 0.734101 0.258007 0.16 -0.13 -0.04
H 9.323652 0.445991 -1.391943 -0.27 0.33 -0.08
H 8.501232 -0.838609 -0.563603 -0.26 0.08 0.13
C 0.768902 -7.886929 -5.161663 -0.54 -0.24 -0.66
C 0.033612 -7.219489 -4.097243 0.75 -0.07 0.30
N -0.501188 -6.658939 -3.253503 -0.25 0.07 0.10
H 0.245402 -8.810929 -5.407173 -0.01 -0.01 -0.06
H 1.809442 -8.153749 -4.976773 -0.15 0.37 0.44
H 0.705472 -7.235389 -6.033193 0.19 -0.11 -0.10
```
Forces are in eV/Å.

Computed properties:
LUMO level, eV: 0.17
Relative energy (zero: lowest compared OMol25 entry of this formula, charge and spin), kJ/mol: 185.8
DFT total energy, eV: -59694.003
Structure (SMILES): ClCCCl.CC#N.CC#N.CC#N.CC#N.CC#N.CC#N.CC#N.CC#N.CC#N
Kohn-Sham gap, eV: 11.00


The following is a quantum chemistry calculation of C34H45N3OPdS3Te as an isolated structure, from the OMol25 dataset.

Geometry as XYZ:
```
88
Properties=species:S:1:pos:R:3:forces:R:3
Pd 3.292742 0.230086 0.350254 -0.52 -0.50 0.00
C 2.513392 -2.236462 4.186144 -0.01 -0.01 0.00
C 3.103202 -1.390780 3.086184 -0.06 0.06 0.03
S 2.021608 -0.774635 1.937406 -0.03 -0.06 -0.04
C 4.461884 -1.116377 3.013181 0.04 0.04 0.02
C 5.441612 -1.671878 4.015868 0.00 0.00 0.02
S 5.089471 -0.127311 1.800058 0.29 0.13 -0.05
H 1.427926 -2.254397 4.102883 0.00 0.00 0.00
H 2.774987 -1.849722 5.173812 -0.01 0.00 0.00
H 2.873442 -3.267123 4.127953 0.01 0.00 0.00
H 4.950567 -2.222916 4.816609 0.01 0.00 0.00
H 6.028038 -0.866101 4.459896 0.00 0.00 0.00
H 6.144787 -2.345082 3.521392 0.00 0.00 0.00
C 0.185644 2.280341 1.927618 -0.03 0.00 0.03
N 1.366655 3.081198 2.234568 0.01 0.02 -0.03
C 1.828571 2.918840 3.599047 0.04 -0.04 -0.01
C 2.268566 3.403012 1.256082 -0.13 -0.08 0.05
S 3.913652 3.430785 1.529530 0.19 0.14 0.11
N 1.734577 3.697435 0.041770 -0.02 0.05 -0.02
C 2.600518 3.806027 -1.117451 -0.04 -0.04 -0.02
C 0.456856 4.374093 -0.092537 0.02 0.00 0.00
H 0.251843 1.329862 2.462625 -0.01 0.03 0.00
H 0.138731 2.050715 0.867640 0.02 -0.02 -0.02
H -0.735211 2.788606 2.228229 0.01 0.00 -0.02
H 0.956591 2.950219 4.255607 0.00 0.00 0.00
H 2.516809 3.716731 3.863721 0.00 0.01 -0.01
H 2.346284 1.962226 3.731528 0.00 0.00 0.00
H 3.349813 3.017618 -1.100823 -0.01 0.04 -0.02
H 3.100715 4.780654 -1.148486 0.00 0.00 -0.01
H 1.980057 3.686840 -2.007655 0.00 -0.01 -0.03
H 0.037595 4.594923 0.885371 0.00 0.00 0.01
H -0.262937 3.775667 -0.655200 -0.01 -0.02 -0.01
H 0.609321 5.319327 -0.623977 0.01 0.00 0.01
C -4.189389 3.247909 1.122652 -0.01 0.01 -0.01
C -3.257670 2.160662 0.658708 0.01 0.00 0.03
C -2.599280 2.243461 -0.558337 -0.01 0.02 0.02
C -1.749649 1.234880 -1.006986 -0.02 -0.03 -0.02
C -1.045584 1.411969 -2.320850 0.03 0.01 -0.02
C -1.565558 0.095057 -0.213128 -0.04 0.01 -0.02
Te -0.441768 -1.548843 -0.946752 0.07 -0.06 -0.08
N 1.908931 0.152679 -1.128333 0.15 0.30 0.04
C 2.818693 0.518958 -1.963401 0.06 0.09 -0.03
O 3.999646 0.899634 -1.500546 0.00 -0.15 0.01
C 2.650229 0.552796 -3.452122 -0.04 0.04 0.02
C 3.600898 1.204989 -4.231521 -0.01 0.02 0.01
C 3.457596 1.263655 -5.610748 0.00 0.01 0.00
C 2.365964 0.663890 -6.224578 0.00 -0.01 0.00
C 1.421417 -0.000168 -5.451185 0.00 0.01 0.00
C 1.563181 -0.054892 -4.072801 0.02 -0.03 0.01
C -2.100417 -2.906669 -0.745696 -0.01 -0.02 0.04
C -3.335573 -2.701449 -1.373073 0.02 -0.01 0.00
C -3.608602 -1.510326 -2.251128 0.03 0.02 0.01
C -4.361467 -3.629983 -1.191254 0.00 -0.01 0.00
C -4.194614 -4.766107 -0.417803 0.00 0.00 0.00
C -5.312883 -5.756116 -0.227029 0.00 0.00 0.00
C -2.956421 -4.971066 0.178302 0.00 -0.01 0.01
C -1.912307 -4.066194 0.028042 -0.02 0.01 0.01
C -0.604331 -4.358293 0.718424 0.02 -0.02 -0.01
C -2.177335 0.016267 1.047728 0.00 0.03 -0.01
C -1.942865 -1.123584 2.000736 0.00 -0.01 -0.01
C -3.021105 1.047712 1.452012 0.01 -0.01 0.01
H -4.097585 4.139442 0.501760 0.01 -0.01 0.00
H -3.982437 3.531214 2.156376 0.01 0.00 0.00
H -5.229183 2.915424 1.077638 0.00 0.01 0.00
H -2.744405 3.120026 -1.182350 0.00 0.00 -0.01
H -1.307941 2.368599 -2.775665 0.00 -0.01 0.00
H -1.305554 0.612054 -3.017839 0.00 0.00 0.00
H 0.037838 1.366238 -2.178719 -0.02 -0.01 0.01
H 4.447141 1.657358 -3.731156 0.00 0.00 0.00
H 4.200817 1.776804 -6.209587 0.00 0.00 0.00
H 2.254710 0.707084 -7.301572 0.00 0.00 0.00
H 0.573421 -0.480520 -5.925271 0.00 0.00 0.00
H 0.841462 -0.580922 -3.461176 -0.01 0.00 0.00
H -2.748480 -1.291421 -2.886500 0.00 0.00 0.01
H -3.801981 -0.613904 -1.658405 0.01 0.02 0.02
H -4.478086 -1.693955 -2.883693 0.00 0.01 0.00
H -5.315376 -3.457696 -1.680853 0.00 0.00 0.00
H -6.189980 -5.474668 -0.809956 0.00 0.00 0.00
H -5.611596 -5.814797 0.821910 0.00 0.00 0.00
H -5.009692 -6.758711 -0.535345 0.00 0.00 0.00
H -2.798565 -5.860039 0.782227 0.00 0.00 0.00
H -0.683753 -5.266468 1.317112 0.00 0.00 0.00
H -0.301493 -3.532082 1.364947 0.00 -0.02 -0.01
H 0.207348 -4.496572 0.001158 -0.01 0.00 0.01
H -0.885457 -1.394481 2.023401 0.00 0.02 0.00
H -2.504898 -2.012433 1.706785 -0.01 0.00 0.00
H -2.252662 -0.840664 3.007807 -0.01 0.00 0.00
H -3.491658 0.981841 2.428787 0.00 0.00 0.00
```
Forces are in eV/Å.

Computed properties:
LUMO level (alpha / beta), eV: 2.36 / 1.51
Spin multiplicity: 2
⟨S²⟩: 0.763
Relative energy (zero: lowest compared OMol25 entry of this formula, charge and spin), kJ/mol: 0.0
Total charge: -1
DFT total energy, eV: -85787.537
Kohn-Sham gap (alpha / beta), eV: 6.57 / 6.31


The following is a quantum chemistry calculation of a single C9H13O3 molecule, from the OMol25 dataset.

Geometry as XYZ:
```
25
Properties=species:S:1:pos:R:3:forces:R:3
C -2.908780 -0.271664 0.475220 -0.06 0.11 0.13
C -1.942702 -0.490127 -0.685327 -0.18 -0.24 -0.62
C -0.498130 -0.521920 -0.348956 0.57 -0.58 -0.02
C 0.434927 0.646573 -0.564324 -1.10 1.05 2.38
C 1.446982 0.512209 0.561154 2.77 0.29 -1.18
C 2.344561 -0.714004 0.589130 -1.23 -0.52 0.65
C 1.402483 -1.892579 0.453199 0.40 -0.49 -0.20
C 0.107343 -1.724081 0.021690 -0.37 -0.88 0.22
O 3.197921 -0.433073 -0.442478 -0.77 0.58 0.86
O 1.149861 0.568338 -1.721088 1.62 0.21 -1.47
O 1.918588 1.588581 1.096199 -0.21 0.27 0.52
C -0.286554 1.989360 -0.418094 -0.70 0.43 -0.42
H -3.929308 -0.275462 0.084408 0.02 0.01 0.16
H -2.816746 -1.068282 1.218565 0.00 0.08 -0.06
H -2.737332 0.684557 0.977168 -0.03 -0.08 -0.04
H -2.179345 -1.466611 -1.134263 -0.04 0.23 0.01
H -2.124120 0.257370 -1.462747 -0.05 -0.04 0.05
H 2.138158 0.467096 -1.488106 -1.11 -0.60 -0.36
H 2.768966 -0.758314 1.622913 0.38 -0.04 -0.29
H 1.767165 -2.893361 0.716512 -0.12 0.47 -0.24
H -0.519626 -2.633525 -0.027866 0.28 0.52 0.10
H 2.736034 1.434786 1.635600 -0.78 -0.27 -0.45
H 0.417439 2.831552 -0.437233 -0.17 -0.31 -0.03
H -1.024460 2.140547 -1.238363 0.65 -0.21 0.43
H -0.863331 2.022043 0.517087 0.23 0.04 -0.13
```
Forces are in eV/Å.

Computed properties:
LUMO level (alpha / beta), eV: -0.59 / -0.73
Spin multiplicity: 2
⟨S²⟩: 0.781
Relative energy (zero: lowest compared OMol25 entry of this formula, charge and spin), kJ/mol: 151.2
DFT total energy, eV: -15681.929
Kohn-Sham gap (alpha / beta), eV: 6.97 / 8.10


Question: Which value of relative energy (zero: lowest compared OMol25 entry of this formula, charge and spin) does entry 5 give?
Answer: 151.2 kJ/mol